(1)
# C3H5ClN2

A molecular structure, C3H5ClN2 (ωB97M-V/def2-TZVPD, OMol25).

## Properties
ΔE to the lowest compared entry with this formula, charge and spin	509.6	kJ/mol
E_tot	-686.80185	Eh
orbital gap	0.32421	Eh
HOMO level	-8.6	eV
LUMO energy	0.27	eV

Geometry as ORCA input:
```
! RIJCOSX wB97M-V def2-TZVPD def2/J DEFGRID3
* xyz 0 1
C 0.71742 0.98953 0.24285
C -0.57902 1.42610 -0.02142
C -1.56412 0.60693 -0.07832
H 3.10752 0.59000 -0.39418
H 2.62317 -1.32490 0.85507
H 1.27073 1.92289 -0.02714
H -0.75451 2.49381 -0.12401
H -2.68279 0.90536 -0.09845
N 2.58626 -0.53951 -0.23000
N 1.17784 -0.24274 0.09662
Cl -1.25638 -1.01452 -0.00802
*
```

=====

(2)
# C2H7N2S3

A gas-phase ion, C2H7N2S3 (charge +1) (ωB97M-V/def2-TZVPD, OMol25).

## Properties
ΔE to the lowest compared entry with this formula, charge and spin	94.0	kJ/mol
E_tot	-1384.15122	Eh
orbital gap	0.34950	Eh
HOMO level	-13.6	eV
LUMO energy	-4.06	eV

Geometry as ORCA input:
```
! RIJCOSX wB97M-V def2-TZVPD def2/J DEFGRID3
* xyz 1 1
C -0.43169 -0.00867 -0.30287
C 0.79010 1.14763 1.45318
N 0.31847 -0.00225 0.74685
N -0.87058 -1.11843 -0.91806
S -0.76316 1.58372 -1.02158
S 0.73583 -1.51572 1.46732
S -0.57468 -1.07112 -2.63113
H 0.00041 1.81967 1.55272
H 1.24937 0.90594 2.36231
H 1.43970 1.78668 0.77601
H -0.61962 -1.95388 -0.51938
H -1.01681 1.23502 -2.33868
H 1.38768 -0.93100 2.50154
H -1.64501 -1.87760 -3.12823
*
```

=====

(3)
# C4H8O4

2 unconnected molecules or ions with the total composition C4H8O4 (ωB97M-V/def2-TZVPD, OMol25).

## Properties
ΔE to the lowest compared entry with this formula, charge and spin	246.4	kJ/mol
SMILES	COC=O.COC=O
E_tot	-458.13931	Eh
orbital gap	0.42397	Eh
HOMO level	-10.8	eV
LUMO energy	0.72	eV

Geometry as ORCA input:
```
! RIJCOSX wB97M-V def2-TZVPD def2/J DEFGRID3
* xyz 0 1
O 1.76495 1.99123 1.00064
O 3.23541 0.32413 0.55569
C 2.71260 1.28366 1.36617
C 2.74920 0.20039 -0.76089
H 3.36097 1.28317 2.26466
H 2.79419 1.12619 -1.35878
H 1.69765 -0.12635 -0.69694
H 3.32968 -0.58149 -1.27888
O -3.50098 -0.98699 1.44608
O -2.86852 -1.17496 -0.75549
C -3.53820 -1.56750 0.35623
C -2.05032 -0.06512 -0.59281
H -4.06436 -2.53152 0.20964
H -1.69867 0.16121 0.42784
H -2.74249 0.73239 -0.91137
H -1.18106 -0.06846 -1.27176
*
```

=====

(4)
# C4H23N3O7

7 unconnected molecules or ions with the total composition C4H23N3O7 (ωB97M-V/def2-TZVPD, OMol25).

## Properties
ΔE to the lowest compared entry with this formula, charge and spin	0.0	kJ/mol
SMILES	NCCCNC(N)=O.O.O.O.O.O.O
E_tot	-857.24053	Eh
orbital gap	0.35405	Eh
HOMO level	-9.2	eV
LUMO energy	0.47	eV

Geometry as ORCA input:
```
! RIJCOSX wB97M-V def2-TZVPD def2/J DEFGRID3
* xyz 0 1
C -1.57680 0.53534 -0.07594
C -2.20042 -0.45014 -1.05378
C -1.34237 -0.74540 -2.28893
N -0.96603 0.40653 -3.08891
N -0.36755 -0.04745 0.49619
C 0.37774 0.54450 1.46438
N -0.22185 1.52042 2.18824
O 1.50596 0.11661 1.75645
H -1.35970 1.48098 -0.58910
H -2.27904 0.72715 0.72731
H -3.17317 -0.05190 -1.35239
H -2.42343 -1.37446 -0.51628
H -0.42128 -1.26058 -1.98832
H -1.90134 -1.41388 -2.91480
H -1.77234 0.94476 -3.34626
H -0.32110 1.04604 -2.59282
H 0.14304 -0.73988 -0.06408
H -0.77332 2.21233 1.69514
H 0.40969 1.93441 2.84686
H -0.17478 3.27436 -0.45920
H -0.65724 4.56342 0.22353
O -0.79214 3.60896 0.22137
H -0.76623 -2.36823 3.16335
H -1.11023 -1.65881 1.83204
O -1.17872 -2.49738 2.30526
H 1.57537 3.16829 -2.08690
H 1.66252 1.88677 -1.27037
O 1.01997 2.55951 -1.59396
H 2.01552 -1.51896 0.74327
H 1.38555 -2.79551 0.08696
O 1.82338 -1.92942 -0.12442
H -0.26878 -4.70908 0.12561
H -0.25708 -3.69200 1.33205
O 0.32266 -4.18228 0.69096
H 2.51216 0.60600 0.23312
H 2.77013 -0.15088 -1.07184
O 2.78722 0.76116 -0.69909
*
```

=====

(5)
# C9H14O

2 unconnected molecules or ions with the total composition C9H14O (ωB97M-V/def2-TZVPD, OMol25).

## Properties
ΔE to the lowest compared entry with this formula, charge and spin	226.9	kJ/mol
E_tot	-426.43791	Eh
orbital gap (alpha / beta)	0.10041 / 0.24204	Eh
HOMO level (alpha / beta)	0.9 / -3.0	eV
LUMO energy (alpha / beta)	3.66 / 3.55	eV

Geometry as ORCA input:
```
! RIJCOSX wB97M-V def2-TZVPD def2/J DEFGRID3
* xyz -1 2
C -2.43090 -0.49360 -0.34349
C 1.06219 0.37165 0.70501
C -0.02322 -0.32648 0.23620
C 0.98532 1.79377 0.80367
C -1.22250 0.36735 -0.01984
C -0.05521 2.49871 0.17889
C -1.16925 1.75703 -0.08366
O 1.82025 2.58191 1.59171
H 1.89192 -0.17481 1.16538
H -0.05307 -1.33333 0.00761
H 1.75254 1.97953 2.46796
H 0.04792 3.48774 -0.26548
H -2.62684 -0.34919 -1.48601
H -3.32948 -0.13756 0.19249
H -2.10022 2.29893 -0.18067
H -2.35430 -1.54169 0.07795
C 0.29356 -3.67046 -0.61095
C 0.79645 -3.08331 -1.98004
H 0.15696 -4.70221 -0.58875
H 0.75507 -3.08680 0.18157
H -0.77417 -3.41057 -0.57640
H 0.35538 -3.81624 -2.74690
H 1.77756 -3.14959 -2.01592
H 0.52009 -2.00737 -2.28126
*
```

=====

(6)
# C33H32AuN6O4S

A molecular structure, C33H32AuN6O4S (ωB97M-V/def2-TZVPD, OMol25).

## Properties
ΔE to the lowest compared entry with this formula, charge and spin	0.0	kJ/mol
E_tot	-2440.33696	Eh
orbital gap	0.28048	Eh
HOMO level	-5.2	eV
LUMO energy	2.48	eV

Geometry as ORCA input:
```
! RIJCOSX wB97M-V def2-TZVPD def2/J DEFGRID3
* xyz -1 1
Au -2.10223 -0.82480 0.75563
C -3.12109 2.27076 6.23848
C -3.98304 2.33178 4.98475
N -4.07565 1.04127 4.31655
C -5.29840 0.27916 4.51278
C -6.37652 0.63711 3.49857
C -3.06883 0.66003 3.48240
S -3.20216 -0.93813 2.76321
N -2.13287 1.53025 3.24766
C -0.84094 1.22679 2.95653
O -0.16522 0.40217 3.55981
C -0.20730 2.09429 1.90375
C 1.17213 2.25208 1.89153
C 1.77442 3.04417 0.92707
C 0.99795 3.66128 -0.04456
C -0.37888 3.48233 -0.05429
C -0.98230 2.70903 0.92701
H -3.07075 3.24964 6.72049
H -2.11085 1.95923 5.97481
H -3.52810 1.55442 6.95521
H -3.57058 3.05896 4.28562
H -5.00050 2.64185 5.23407
H -5.64544 0.48443 5.52926
H -5.07310 -0.78261 4.46221
H -6.61545 1.70209 3.54244
H -7.29133 0.07287 3.69139
H -6.02723 0.40004 2.49362
H 1.75461 1.73730 2.64320
H 2.84944 3.17413 0.92453
H 1.46616 4.28096 -0.80122
H -0.98013 3.94139 -0.82980
H -2.05445 2.56300 0.94122
N 5.37971 -3.44856 -0.36899
C 4.83963 -2.99028 0.79975
O 5.52576 -2.71277 1.76512
C 3.34432 -2.88196 0.81482
C 2.74216 -2.06450 1.76017
C 1.35889 -1.96062 1.77296
N 0.57690 -2.63298 0.93178
C 1.15771 -3.41362 0.03041
C 2.53077 -3.57009 -0.07812
H 6.38272 -3.39375 -0.43204
H 4.84850 -3.36350 -1.22202
H 3.35076 -1.51431 2.46430
H 0.85578 -1.30109 2.47301
H 0.49352 -3.93670 -0.65165
H 2.93098 -4.23274 -0.83478
O -3.00078 -1.83464 -2.32220
C -1.87952 -1.37841 -2.25028
N -0.99689 -1.32417 -3.31029
C 0.23205 -0.66379 -2.97427
C -0.00938 -0.42768 -1.44830
O 0.83495 0.04865 -0.71711
N -1.25894 -0.84011 -1.13357
C 1.47269 -1.52846 -3.17614
C 1.38475 -2.81947 -3.68019
C 2.53137 -3.57265 -3.90531
C 3.77975 -3.03701 -3.62993
C 3.87219 -1.75250 -3.09976
C 2.72873 -1.00886 -2.86704
C 0.41612 0.64913 -3.74215
C 0.09045 0.68694 -5.09557
C 0.27980 1.83747 -5.84358
C 0.80097 2.97651 -5.24457
C 1.12406 2.94687 -3.89764
C 0.93844 1.79160 -3.14790
H -1.29995 -1.59225 -4.22769
H 0.41226 -3.24895 -3.88235
H 2.44340 -4.57521 -4.30428
H 4.67725 -3.61080 -3.84151
H 4.84102 -1.32965 -2.86383
H 2.80260 -0.01698 -2.44257
H -0.31418 -0.19220 -5.58347
H 0.01718 1.84425 -6.89418
H 0.94900 3.87932 -5.82386
H 1.52321 3.83136 -3.41627
H 1.17791 1.78189 -2.09285
*
```

=====

(7)
# C4H9NO2

C4H9NO2 in the gas phase (ωB97M-V/def2-TZVPD, OMol25).

## Properties
ΔE to the lowest compared entry with this formula, charge and spin	570.2	kJ/mol
SMILES	COC/C(C)=N\O
E_tot	-362.86834	Eh
orbital gap (alpha / beta)	0.33196 / 0.33194	Eh
HOMO level (alpha / beta)	-8.9 / -8.9	eV
LUMO energy (alpha / beta)	0.18 / 0.18	eV

Geometry as ORCA input:
```
! RIJCOSX wB97M-V def2-TZVPD def2/J DEFGRID3
* xyz 0 1
C 2.02034 0.47224 -0.16167
O 1.19977 -0.43510 0.53806
C 0.07630 0.14643 1.16500
C -1.23193 -0.07325 0.42313
N -1.88945 0.84429 -0.23786
O -0.84077 1.54152 -0.91640
C -1.45133 -1.37637 -0.24213
H 2.89958 -0.09122 -0.48053
H 1.52425 0.89988 -1.04191
H 2.33456 1.30610 0.48193
H 0.21531 1.21745 1.35246
H -0.02457 -0.35881 2.14044
H -0.52887 0.75521 -1.44161
H -0.99081 -2.26286 0.18372
H -0.83866 -1.09141 -1.15412
H -2.47373 -1.49411 -0.60852
*
```

=====

(8)
# C3H6NO2

2 unconnected molecules or ions with the total composition C3H6NO2 (ωB97M-V/def2-TZVPD, OMol25).

## Properties
ΔE to the lowest compared entry with this formula, charge and spin	223.9	kJ/mol
E_tot	-323.13298	Eh
orbital gap	0.26557	Eh
HOMO level	-3.4	eV
LUMO energy	3.82	eV

Geometry as ORCA input:
```
! RIJCOSX wB97M-V def2-TZVPD def2/J DEFGRID3
* xyz -1 1
C -1.44774 -0.18774 -0.11758
C -0.58696 0.67970 1.82261
N -1.13584 -0.32641 1.25055
H -0.93748 -0.97367 -0.65767
H -2.54819 -0.40739 -0.22071
H -1.09114 0.79679 -0.69435
H -0.26288 1.61641 1.33256
H -0.03666 0.41083 2.72431
O 1.75007 -1.56901 -1.69460
C 2.09518 -0.44057 -1.39656
O 3.08632 0.36724 -1.47251
H 1.11531 0.03381 -0.87603
*
```

=====

(9)
# C3H8N2O

C3H8N2O in the gas phase (ωB97M-V/def2-TZVPD, OMol25).

## Properties
ΔE to the lowest compared entry with this formula, charge and spin	16.8	kJ/mol
SMILES	CCNC(N)=O
E_tot	-303.88573	Eh
orbital gap	0.37966	Eh
HOMO level	-9.5	eV
LUMO energy	0.87	eV

Geometry as ORCA input:
```
! RIJCOSX wB97M-V def2-TZVPD def2/J DEFGRID3
* xyz 0 1
C -0.64246 0.51941 0.24180
N 0.08694 -0.60247 -0.29393
C 1.24378 -0.58938 -1.04328
N 2.04505 0.53116 -0.82726
O 1.49256 -1.42903 -1.88102
C -1.75295 0.01402 1.14636
H -0.00847 1.22295 0.78143
H -1.09732 1.09289 -0.57365
H -0.32382 -1.52164 -0.34514
H 2.84677 0.51541 -1.44213
H 2.24882 0.75202 0.13714
H -1.35091 -0.57369 1.97309
H -2.41978 0.79764 1.49829
H -2.36821 -0.72931 0.62829
*
```

=====

Q: ΔE to the lowest compared entry with this formula, charge and spin of number 2 (C2H7N2S3)?
A: 94.0 kJ/mol